Entry from the Open Molecules 2025 dataset: the molecule C6H11N at a distorted geometry (ωB97M-V with the def2-TZVPD basis set).

Positions of all 18 atoms, in Å:
1 C -2.183 0.482 -0.642
2 C -1.466 -0.614 0.148
3 C -0.003 -0.792 -0.292
4 C 1.011 -0.045 0.595
5 C 2.438 -0.094 0.035
6 C 0.639 1.365 0.810
7 N 0.390 2.482 0.983
8 H -3.173 0.696 -0.227
9 H -1.609 1.414 -0.632
10 H -2.315 0.178 -1.688
11 H -1.493 -0.376 1.220
12 H -2.008 -1.561 0.036
13 H 0.287 -1.849 -0.275
14 H 0.113 -0.457 -1.332
15 H 0.996 -0.517 1.587
16 H 2.791 -1.128 -0.018
17 H 2.463 0.336 -0.971
18 H 3.123 0.479 0.667

Values from the calculation:
energy above the lowest of the compared OMol25 structures with the same formula, charge and spin	3.2	kcal/mol
SMILES string	CCC[C@@H](C)C#N
E	-289.966517	a.u.
HOMO-LUMO gap	0.44629	Eh

=====

Entry from the Open Molecules 2025 dataset: a structure of composition C21H46AlO3 at a distorted geometry (ωB97M-V with the def2-TZVPD basis set).

Positions of all 71 atoms, in Å:
1 C 3.232 -1.909 3.326
2 C 3.911 -1.909 1.960
3 C 4.307 -0.503 1.492
4 C 3.320 0.124 0.475
5 Al 1.981 1.437 1.268
6 C 0.455 0.606 2.335
7 C -0.573 -0.240 1.562
8 C -0.005 -1.510 0.910
9 C 0.297 -1.256 -0.576
10 C -1.059 -2.625 0.974
11 H 2.931 -2.917 3.613
12 H 3.893 -1.495 4.080
13 H 2.332 -1.298 3.294
14 H 3.259 -2.379 1.229
15 H 4.818 -2.506 2.057
16 H 5.284 -0.591 1.011
17 H 4.452 0.160 2.346
18 H 3.916 0.703 -0.233
19 H 2.885 -0.687 -0.111
20 H 2.833 2.368 2.312
21 H 1.355 2.431 0.144
22 H -0.096 1.449 2.762
23 H 0.784 0.018 3.194
24 H -1.355 -0.554 2.268
25 H -1.092 0.363 0.815
26 H 0.895 -1.819 1.433
27 H 1.086 -1.931 -0.901
28 H 0.676 -0.246 -0.713
29 H -0.581 -1.415 -1.193
30 H -1.294 -2.909 1.997
31 H -1.958 -2.241 0.498
32 H -0.720 -3.484 0.394
33 C 1.769 -6.254 -2.882
34 C 1.662 -5.564 -4.239
35 C 0.696 -4.427 -3.929
36 O 0.916 -4.075 -2.565
37 C 1.725 -5.065 -1.931
38 H 2.670 -6.855 -2.764
39 H 0.903 -6.900 -2.720
40 H 2.634 -5.162 -4.533
41 H 1.306 -6.214 -5.038
42 H -0.346 -4.747 -4.045
43 H 0.859 -3.548 -4.554
44 H 2.725 -4.648 -1.768
45 H 1.292 -5.310 -0.960
46 C -5.670 1.503 -0.166
47 C -4.446 0.833 0.452
48 C -3.638 2.036 0.914
49 O -4.590 3.058 1.247
50 C -5.881 2.685 0.771
51 H -6.543 0.854 -0.228
52 H -5.435 1.858 -1.172
53 H -4.742 0.225 1.311
54 H -3.894 0.199 -0.239
55 H -2.994 2.413 0.113
56 H -3.016 1.821 1.782
57 H -6.504 2.403 1.629
58 H -6.341 3.543 0.278
59 C -0.561 6.465 -0.144
60 C -1.172 5.068 -0.098
61 C -0.753 4.504 -1.448
62 O 0.493 5.122 -1.776
63 C 0.747 6.200 -0.879
64 H -0.409 6.909 0.839
65 H -1.195 7.137 -0.730
66 H -0.718 4.486 0.706
67 H -2.253 5.064 0.045
68 H -1.476 4.759 -2.235
69 H -0.622 3.422 -1.427
70 H 1.538 5.898 -0.185
71 H 1.094 7.064 -1.451

Values from the calculation:
charge	-1
energy above the lowest of the compared OMol25 structures with the same formula, charge and spin	0.0	kcal/mol
E	-1295.856192	a.u.
HOMO-LUMO gap	0.25971	Eh

=====

Entry from the Open Molecules 2025 dataset: the molecule C4H5NO (ωB97M-V with the def2-TZVPD basis set).

Positions of all 11 atoms, in Å:
1 C -1.897 -0.178 -0.045
2 N -0.495 -0.595 -0.215
3 C 0.391 0.337 0.212
4 O -0.003 1.362 0.746
5 C 1.829 0.130 0.041
6 C 3.030 0.204 0.003
7 H -2.558 -1.041 -0.059
8 H -2.182 0.551 -0.815
9 H -2.032 0.348 0.909
10 H -0.176 -1.400 -0.748
11 H 4.094 0.282 -0.028

Values from the calculation:
energy above the lowest of the compared OMol25 structures with the same formula, charge and spin	42.4	kcal/mol
SMILES string	C#CC(=O)NC
E	-285.347027	a.u.
HOMO-LUMO gap	0.39957	Eh

=====

Entry from the Open Molecules 2025 dataset: a cluster of 2 separate species, C3H11N2S2 in total at a distorted geometry (ωB97M-V with the def2-TZVPD basis set).

Positions of all 18 atoms, in Å:
1 C -1.875 -1.603 0.154
2 C -0.872 -0.818 -0.753
3 C -0.637 0.537 -0.203
4 N -1.064 1.038 0.973
5 N 0.036 1.374 -1.018
6 S 3.203 1.127 0.333
7 S 4.389 0.141 1.709
8 H -1.206 -2.144 0.737
9 H -2.645 -1.047 0.666
10 H -2.391 -2.373 -0.513
11 H -1.358 -0.686 -1.612
12 H -0.003 -1.237 -0.981
13 H -1.504 0.379 1.559
14 H -0.890 1.940 1.391
15 H 0.607 1.040 -1.808
16 H 5.532 0.260 1.035
17 H 0.245 2.253 -0.573
18 H 3.529 2.423 0.672

Values from the calculation:
charge	+1
energy above the lowest of the compared OMol25 structures with the same formula, charge and spin	0.0	kcal/mol
E	-1026.388953	a.u.
spin multiplicity	3
HOMO-LUMO gap (spin up / spin down)	0.19441 / 0.23817	Eh

=====

Entry from the Open Molecules 2025 dataset: the ion NO5P with charge -2 at a distorted geometry (ωB97M-V with the def2-TZVPD basis set).

Positions of all 7 atoms, in Å:
1 N -1.100 -0.014 -0.022
2 O 1.224 0.343 1.464
3 O 1.268 1.095 -1.029
4 O -1.737 0.694 -0.807
5 O -1.692 -0.722 0.797
6 O 1.174 -1.423 -0.379
7 P 0.862 0.026 -0.025

Values from the calculation:
charge	-2
energy above the lowest of the compared OMol25 structures with the same formula, charge and spin	17.1	kcal/mol
SMILES string	O=[N+]([O-])P(=O)([O-])[O-]
E	-772.324105	a.u.
HOMO-LUMO gap	0.25426	Eh

=====

Entry from the Open Molecules 2025 dataset: the molecule CINOS at a distorted geometry (ωB97M-V with the def2-TZVPD basis set).

Positions of all 5 atoms, in Å:
1 C -1.199 -0.336 -0.218
2 N -1.892 -0.463 -1.157
3 O -0.450 -0.247 0.759
4 S 1.065 1.030 1.074
5 I 2.476 0.017 -0.457

Values from the calculation:
energy above the lowest of the compared OMol25 structures with the same formula, charge and spin	13.4	kcal/mol
SMILES string	N#COSI
E	-863.895421	a.u.
HOMO-LUMO gap	0.27376	Eh

=====

Entry from the Open Molecules 2025 dataset: a structure of composition C29H47BrHfN2OP2 at a distorted geometry (ωB97M-V with the def2-TZVPD basis set).

Positions of all 83 atoms, in Å:
1 C 4.180 -3.372 2.176
2 C 4.020 -2.321 1.259
3 C 4.863 -2.321 0.128
4 C 5.799 -3.364 -0.033
5 N 5.906 -4.353 0.851
6 C 5.137 -4.372 1.935
7 C 3.018 -1.289 1.525
8 C 2.377 -0.337 1.970
9 C 1.641 0.891 2.205
10 C 0.155 1.043 2.062
11 C -0.352 2.427 1.801
12 C 0.560 3.473 1.652
13 C 1.808 3.363 2.230
14 C 2.337 2.081 2.524
15 Hf -1.152 1.167 0.266
16 P -0.276 -1.267 -0.018
17 H 4.802 -1.556 -0.637
18 H 3.555 -3.426 3.062
19 H 6.446 -3.408 -0.912
20 H 5.245 -5.207 2.630
21 H 3.323 1.969 2.965
22 H -0.420 0.406 2.770
23 H 2.392 4.244 2.451
24 H -1.413 2.640 1.356
25 C -1.695 -1.875 -1.019
26 C -1.421 -3.119 -1.856
27 H -2.024 -1.044 -1.667
28 H -2.517 -2.034 -0.304
29 H -2.356 -3.409 -2.353
30 H -0.676 -2.943 -2.640
31 H -1.109 -3.967 -1.238
32 C 1.200 -1.521 -1.092
33 C 1.789 -2.923 -1.280
34 H 1.968 -0.855 -0.676
35 H 0.924 -1.104 -2.074
36 H 2.593 -2.847 -2.027
37 H 2.257 -3.320 -0.372
38 H 1.060 -3.648 -1.653
39 C -0.065 -2.486 1.338
40 C -0.336 -3.978 1.106
41 H -0.683 -2.126 2.176
42 H 0.967 -2.336 1.676
43 H -0.157 -4.519 2.046
44 H -1.376 -4.192 0.821
45 H 0.335 -4.415 0.358
46 Br -0.062 5.059 0.717
47 P -0.252 2.010 -2.120
48 C -0.209 0.813 -3.511
49 C -0.940 1.157 -4.809
50 H -0.633 -0.120 -3.102
51 H 0.845 0.595 -3.721
52 H -0.924 0.279 -5.467
53 H -1.992 1.411 -4.652
54 H -0.458 1.966 -5.372
55 C -1.690 3.121 -2.360
56 C -1.390 4.539 -2.842
57 H -2.227 3.204 -1.393
58 H -2.402 2.638 -3.042
59 H -2.279 5.167 -2.718
60 H -0.601 5.022 -2.259
61 H -1.140 4.574 -3.907
62 C 1.358 2.856 -2.137
63 C 1.986 3.127 -3.506
64 H 2.027 2.199 -1.559
65 H 1.271 3.771 -1.533
66 H 2.933 3.665 -3.378
67 H 2.230 2.199 -4.035
68 H 1.355 3.752 -4.149
69 C -5.179 0.963 3.737
70 N -3.902 1.044 3.032
71 C -3.007 2.146 3.416
72 C -3.521 0.113 2.177
73 C -3.965 -1.311 2.321
74 O -2.696 0.453 1.238
75 H -5.325 1.906 4.262
76 H -5.185 0.124 4.445
77 H -6.016 0.836 3.025
78 H -2.035 1.778 3.791
79 H -2.878 2.874 2.608
80 H -3.490 2.702 4.226
81 H -4.385 -1.679 1.376
82 H -3.124 -1.973 2.608
83 H -4.725 -1.428 3.106

Values from the calculation:
charge	+4
energy above the lowest of the compared OMol25 structures with the same formula, charge and spin	0.0	kcal/mol
E	-4621.067190	a.u.
HOMO-LUMO gap	0.14420	Eh

=====

Entry from the Open Molecules 2025 dataset: a cluster of 2 separate species, C9H14 in total at a distorted geometry (ωB97M-V with the def2-TZVPD basis set).

Positions of all 23 atoms, in Å:
1 C 2.266 -0.794 -0.339
2 C 0.790 -0.866 1.797
3 C 0.893 -0.946 0.366
4 C -0.557 -0.899 2.379
5 C -0.219 -1.375 -0.349
6 C -1.627 -1.069 1.522
7 C -1.421 -1.363 0.203
8 H 1.715 -0.754 2.277
9 H -0.549 -0.654 3.352
10 H 2.549 0.285 -0.336
11 H 2.056 -1.036 -1.384
12 H -0.039 -1.619 -1.463
13 H -2.610 -0.559 1.836
14 H -2.279 -1.610 -0.324
15 H 2.901 -1.646 0.097
16 C -0.473 2.205 -1.694
17 C -0.043 3.514 -2.492
18 H -1.210 1.658 -2.136
19 H 0.435 1.698 -1.474
20 H -0.956 2.298 -0.727
21 H 0.986 3.768 -2.386
22 H -0.376 3.230 -3.510
23 H -0.279 4.508 -2.178

Values from the calculation:
energy above the lowest of the compared OMol25 structures with the same formula, charge and spin	57.1	kcal/mol
SMILES string	Cc1ccccc1.CC
E	-351.239154	a.u.
HOMO-LUMO gap	0.36158	Eh